Molecular formula: C22H48N4O17S3
Method: DFT, ωB97M-V/def2-TZVPD

XYZ file:
```
94
Properties=species:S:1:pos:R:3:forces:R:3
C 2.9059 -8.3460 0.7403 0.2 -0.5 0.1
C 1.7935 -9.2383 1.2538 -0.1 2.0 0.3
O 1.2315 -8.9898 2.2933 -0.1 -0.3 1.1
N 1.3542 -10.1537 0.4082 0.4 -1.1 -2.8
C 0.3202 -11.0985 0.5574 -1.7 -0.7 1.0
H 2.5854 -7.8113 -0.1538 -0.2 0.4 0.2
H 3.7639 -8.9298 0.4068 0.2 0.0 0.3
H 3.1589 -7.6900 1.5733 0.1 0.1 -0.4
H 1.6284 -10.0904 -0.5618 0.7 0.1 0.4
H -0.4288 -10.7739 1.2797 0.2 0.2 0.2
H 0.6703 -12.0742 0.8944 0.1 -0.1 -0.1
H -0.2401 -11.2199 -0.3696 0.2 -0.1 -0.2
C 2.4230 -0.7639 -5.4953 -0.2 -0.1 0.6
C 3.2867 0.3732 -5.8266 4.8 0.0 2.2
O 4.3785 0.5660 -5.1909 -2.8 -0.5 -1.5
N 2.9772 1.1456 -6.8414 -0.7 1.5 -2.4
C 3.8282 2.2376 -7.2868 -1.3 1.5 0.0
H 3.0510 -1.5368 -5.0521 -0.1 0.0 -0.1
H 1.8712 -1.1372 -6.3580 -0.3 0.1 0.4
H 1.8281 -0.3457 -4.6833 -0.7 -0.5 -0.1
H 2.0446 1.2213 -7.2216 0.0 -0.7 0.3
H 3.2576 2.8978 -7.9399 -0.5 -0.6 -0.7
H 4.7016 1.9786 -7.8853 0.3 -0.2 0.9
H 3.8635 2.9753 -6.4852 1.5 -0.4 0.4
C 4.9918 -5.9015 -2.3155 -0.1 1.1 -1.7
C 5.7253 -6.4451 -3.4889 -1.1 1.1 -0.1
O 6.3245 -7.4692 -3.3503 1.9 -2.4 -0.4
N 5.7181 -5.7751 -4.6733 0.1 0.5 0.8
C 4.6794 -4.8988 -5.1784 -0.3 -0.5 -2.4
H 4.3030 -6.6990 -2.0373 0.2 0.4 0.8
H 4.4827 -5.0161 -2.6963 -0.5 0.0 0.7
H 5.7964 -5.5446 -1.6726 -0.5 -0.4 0.7
H 6.3461 -6.1945 -5.3440 -0.1 0.2 -0.1
H 3.8758 -5.5173 -5.5780 -0.5 0.0 0.4
H 5.0630 -4.4881 -6.1124 0.3 0.5 0.1
H 4.2090 -4.0624 -4.6614 0.7 -0.3 0.8
C 5.2386 -9.2379 -7.1403 -0.3 -1.7 0.1
C 5.9308 -8.9562 -8.4515 -2.6 3.1 0.6
O 6.6217 -9.8280 -8.9837 1.1 -1.2 -0.4
N 5.6651 -7.7928 -9.0386 0.9 -1.3 0.1
C 4.6811 -6.7635 -8.6635 -0.1 -0.7 0.3
H 5.2268 -10.3192 -7.0038 0.8 0.0 0.5
H 4.1597 -9.0955 -7.2033 0.1 0.8 -0.4
H 5.6777 -8.6932 -6.3045 0.1 -0.1 -0.1
H 6.1212 -7.6332 -9.9255 0.1 0.0 -0.1
H 5.1682 -6.0132 -8.0407 -0.1 0.4 -0.7
H 3.8729 -7.1617 -8.0500 0.1 -0.2 -0.2
H 4.2650 -6.5071 -9.6378 0.0 0.9 0.5
C 8.0879 -1.2213 1.9503 -0.1 0.4 1.9
C 8.6722 -0.9215 0.6326 1.7 -0.3 -2.0
O 8.1156 -1.7696 -0.3915 -1.9 -1.9 1.1
S 7.3111 -3.1314 0.3635 4.7 2.6 0.1
O 8.3635 -4.1774 0.4220 -3.2 2.2 0.3
O 6.0362 -3.3240 -0.2301 0.4 -0.3 0.5
O 7.1577 -2.2388 1.7786 -1.7 -2.8 -1.3
H 7.6154 -0.3355 2.3748 -0.7 -0.1 -0.2
H 8.7711 -1.5083 2.7497 0.5 -0.3 -0.4
H 9.7302 -1.1835 0.6289 0.2 0.5 0.1
H 8.5072 0.1149 0.3378 0.1 -0.2 -0.1
C 9.1371 -8.9564 -4.1721 0.2 1.4 0.4
C 9.0321 -9.3811 -2.6780 -0.6 -1.9 -0.8
O 9.2337 -10.8195 -2.7782 -0.3 -1.8 -1.6
S 9.0773 -11.4007 -4.3553 2.3 -1.1 0.9
O 7.7083 -11.6302 -4.7273 0.6 0.9 0.4
O 10.0148 -12.4876 -4.6376 -1.7 2.5 1.0
O 9.6885 -10.0268 -4.9594 -0.9 -0.7 0.5
H 9.8134 -8.1104 -4.2941 -0.1 -0.1 -0.1
H 8.1391 -8.6938 -4.5231 0.1 0.0 -0.1
H 8.0141 -9.2802 -2.3016 0.1 0.6 -0.1
H 9.7513 -9.0589 -1.9250 0.2 0.3 -0.6
C -0.8374 -7.8956 -2.8289 -0.6 0.8 0.2
C 0.3981 -8.0722 -2.0012 0.0 0.4 -0.6
O 1.0512 -6.8091 -2.1905 0.8 1.1 -0.1
S 0.8641 -6.2266 -3.6895 -0.9 0.8 0.0
O 1.9576 -6.6920 -4.5453 -1.7 1.3 1.4
O 0.4346 -4.7975 -3.6009 1.6 -4.3 -0.5
O -0.3960 -7.2157 -4.0266 1.0 0.2 -0.6
H -1.5211 -7.1389 -2.4441 -0.2 -0.6 0.9
H -1.3176 -8.8625 -2.9787 -0.1 0.3 -0.8
H 1.0361 -8.8512 -2.4185 0.0 -0.1 0.0
H 0.1977 -8.2651 -0.9473 0.1 0.4 -0.1
C 2.5690 -2.0151 -9.4484 -0.3 -1.3 1.4
C 1.5354 -2.7431 -8.5369 0.5 0.0 -1.1
C 2.3682 -3.6774 -7.6252 0.2 1.1 -0.8
O 3.6507 -3.9468 -8.3158 -1.4 1.3 -1.0
C 3.6210 -3.1459 -9.5509 0.0 0.8 -0.3
H 2.8815 -1.1087 -8.9299 0.5 -0.1 -0.1
H 2.1338 -1.7517 -10.4125 0.2 -0.1 0.0
H 0.9380 -3.3800 -9.1890 -0.3 0.1 0.1
H 0.8891 -1.9980 -8.0729 0.0 -0.4 0.4
H 1.7853 -4.5903 -7.5026 0.5 -0.1 0.5
H 2.6048 -3.1335 -6.7108 0.0 -0.6 0.2
H 3.3308 -3.7386 -10.4184 -0.1 -0.6 0.1
H 4.5855 -2.7221 -9.8307 0.4 -0.3 0.7
```
Positions in Å, forces in eV/Å.

LUMO (alpha / beta) in Eh: -0.1225 / -0.3101
Spin multiplicity: 2
Total energy in Ha: -3559.2299
Gap between HOMO and LUMO (alpha / beta) in eV: 7.78 / 2.68
HOMO level (alpha / beta) in eV: -11.12 / -11.12
Net charge: +1